No. 1
Formula: C32H54O13
Source: the OMol25 dataset
Level of theory: ωB97M-V with the def2-TZVPD basis set

Geometry as ORCA input:
```
! wB97M-V def2-TZVPD RIJCOSX def2/J DEFGRID3
* xyz 0 1
C -0.96186 2.10846 -0.07170
C -0.61078 0.71578 0.40284
C 0.64776 1.05327 1.23047
O 0.27647 2.23271 2.01749
C -0.58475 2.93075 1.12155
H -2.02865 2.15321 -0.29091
H -0.52828 2.34218 -1.04405
H -0.39903 0.06303 -0.44403
H -1.37861 0.24215 1.01454
H 1.46058 1.10904 0.50638
H 0.90823 0.19169 1.84524
H 0.07226 3.78607 0.96392
H -1.53492 3.11593 1.62253
C -4.38250 -2.62326 0.45440
C -3.03721 -2.80200 -0.13078
C -3.00205 -4.32370 -0.31869
O -4.28074 -4.62899 -0.76593
C -5.23953 -3.72037 -0.24377
H -4.85064 -1.64279 0.36712
H -4.41263 -2.85256 1.51958
H -2.28242 -2.49606 0.59365
H -2.98824 -2.27860 -1.08564
H -2.94792 -4.82018 0.65017
H -2.17413 -4.69303 -0.92387
H -5.89276 -4.07578 0.55315
H -5.84145 -3.28522 -1.04154
C 0.89780 4.08871 -3.70225
C 1.75000 4.87906 -2.66253
C 3.02928 4.08999 -2.55024
O 2.69207 2.81346 -3.16741
C 1.27459 2.66736 -3.49557
H 1.06468 4.43106 -4.72354
H -0.18704 4.18511 -3.65829
H 1.35392 5.12389 -1.67700
H 1.89329 5.81033 -3.21052
H 3.33495 3.98389 -1.50938
H 3.84989 4.44633 -3.17290
H 0.83075 2.11786 -2.66541
H 1.25211 2.17353 -4.46703
O -4.36425 1.13445 -0.25382
C -4.63285 1.11458 -1.46567
O -4.91249 2.25749 -2.16230
C -5.41096 1.86761 -3.45021
C -4.57539 0.73457 -3.75399
C -4.57181 -0.04325 -2.46475
H -5.18219 2.64396 -4.18031
H -6.49731 1.81928 -3.37527
H -3.56149 1.01984 -4.03459
H -5.06247 0.23394 -4.59078
H -3.66357 -0.63619 -2.35701
H -5.46347 -0.66666 -2.39834
O -6.14153 0.97832 5.39596
C -5.18338 0.42728 4.84610
O -4.04576 0.16221 5.40779
C -3.08176 -0.39687 4.47707
C -3.63047 -0.05805 3.06965
C -5.16257 -0.10736 3.39121
H -2.97574 -1.48165 4.48818
H -2.08774 0.01625 4.64841
H -3.36886 -0.84382 2.36098
H -3.16280 0.88359 2.78208
H -5.43827 -1.16191 3.38850
H -5.86157 0.34178 2.68568
O 5.07519 -4.98711 2.44675
C 4.00129 -4.42529 2.59213
O 2.83560 -4.95702 2.16903
C 1.79290 -4.09521 2.21068
C 2.32794 -2.94526 3.05371
C 3.81261 -3.04926 3.21066
H 0.83858 -4.49606 2.55228
H 1.70025 -3.81949 1.16020
H 1.87953 -2.89927 4.04614
H 1.98173 -1.98590 2.66918
H 4.14898 -3.09349 4.24652
H 4.31378 -2.35683 2.53430
O 5.15475 0.65873 -1.90462
C 4.18295 0.11285 -2.47223
O 3.08475 -0.34193 -1.81497
C 2.14602 -0.88367 -2.69076
C 2.86154 -0.99467 -4.05316
C 4.12245 -0.12649 -3.92801
H 1.25453 -0.26847 -2.81276
H 1.75051 -1.85700 -2.40039
H 2.18045 -0.60064 -4.80745
H 3.17833 -2.02345 -4.22459
H 3.94195 0.82246 -4.43302
H 5.01667 -0.72601 -4.09837
O 6.79968 -1.39819 2.80726
C 6.15113 -0.35559 2.51282
O 5.09573 -0.38441 1.75561
C 4.44591 0.82379 1.53127
C 5.57759 1.78577 1.98845
C 6.41873 1.05977 3.00356
H 3.47449 1.02668 1.98213
H 4.32408 0.85069 0.44843
H 5.35399 2.77396 2.39042
H 6.23226 1.84673 1.11908
H 6.05517 1.19625 4.02204
H 7.48422 1.26133 2.89303
*
```

Output
Strongest force on any atom (hartree/bohr): 0.1105
Energy relative to the best compared isomer or geometry (same formula, charge and spin) (kcal per mole): 71.5
SMILES string: O=C1CCCO1.O=C1CCCO1.O=C1CCCO1.O=C1CCCO1.O=C1CCCO1.C1CCOC1.C1CCOC1.C1CCOC1
Orbital gap (eV): 9.44
E_HOMO (eV): -9.67
Electronic energy (Eh): -2229.69637



No. 2
Formula: C32H55BrClF5K2LiN3O14S
Source: the OMol25 dataset
Level of theory: ωB97M-V with the def2-TZVPD basis set

Geometry as ORCA input:
```
! wB97M-V def2-TZVPD RIJCOSX def2/J DEFGRID3
* xyz 0 1
C -0.34899 4.01780 6.30065
O -1.12534 4.59838 5.29301
C -0.95626 3.95981 4.01775
C -1.65489 4.74260 2.91842
C -3.00563 4.17564 2.49420
C -2.96254 3.30360 1.21964
C -3.16184 1.83371 1.60397
C -3.35357 0.84154 0.44429
C -2.23893 -0.17794 0.24312
C -2.28919 -0.81711 -1.15271
C -0.93723 -1.44884 -1.46470
C -0.93542 -2.25879 -2.79712
C 0.26629 -2.00680 -3.72573
C 1.10148 -3.27128 -4.11602
C 2.54398 -3.12324 -3.68373
C 3.36420 -2.21079 -4.20421
Cl 2.92888 -1.14988 -5.44064
C 4.76744 -2.13578 -3.62463
O 5.73217 -1.98476 -4.30725
C 4.81063 -2.33593 -2.10890
F 5.61414 -1.60045 -1.35168
C 3.99261 -3.20917 -1.58937
O 3.83500 -3.27915 -0.22383
N 5.07411 -3.12250 0.59352
O 5.81086 -3.96683 0.53597
C 3.12801 -3.98071 -2.58467
O 2.92352 -5.15481 -2.50683
H -0.13341 2.96266 6.09439
H 0.61033 4.53600 6.41686
H -0.88773 4.08513 7.24863
H 0.11640 3.87089 3.81174
H -1.35826 2.93888 4.10891
H -1.81577 5.75356 3.28851
H -1.02792 4.86493 2.04009
H -3.68603 5.00958 2.33917
H -3.37360 3.50826 3.29620
H -3.77582 3.57159 0.53991
H -2.03407 3.43681 0.66608
H -4.04068 1.83824 2.27056
H -2.29069 1.50974 2.18539
H -3.43327 1.44972 -0.46170
H -4.28869 0.28735 0.59445
H -2.36359 -0.95121 1.01736
H -1.21002 0.23284 0.29552
H -3.06933 -1.58815 -1.14262
H -2.50805 -0.02248 -1.86892
H -0.18554 -0.63678 -1.43560
H -0.71937 -2.10710 -0.61206
H -0.97520 -3.32083 -2.55234
H -1.83701 -1.97108 -3.32935
H -0.00396 -1.46265 -4.62761
H 0.94142 -1.37552 -3.19525
H 1.07935 -3.42389 -5.19530
H 0.69008 -4.15249 -3.62517
C -5.87338 0.39101 5.09922
N -6.82339 1.52982 5.26925
C -6.09379 2.62039 5.99465
C -7.99465 1.09880 6.07367
C -7.24842 2.10375 3.93330
C -8.05090 1.21002 3.01935
O -7.29096 0.06679 2.68318
H -5.37228 0.18865 6.04402
H -6.38221 -0.51170 4.78599
H -5.13126 0.67157 4.35392
H -5.77731 2.23906 6.96155
H -6.76416 3.46596 6.12583
H -5.22740 2.91514 5.40482
H -8.48536 0.26961 5.57309
H -8.68030 1.93637 6.17995
H -7.64159 0.77653 7.04994
H -6.32387 2.40909 3.44026
H -7.84147 2.98913 4.16185
H -8.26427 1.80909 2.12886
H -9.00781 0.92550 3.47162
H -7.82239 -0.51896 2.13589
F -2.14367 6.29249 0.84945
O 10.88228 -1.54675 3.93760
C 10.06032 -2.20046 3.37922
O 8.86424 -1.67819 2.98232
C 8.03141 -2.70023 2.43751
C 8.98020 -3.81360 1.99884
C 10.10484 -3.67787 3.02321
H 7.33811 -3.03514 3.21553
H 7.46202 -2.28647 1.60664
H 8.50804 -4.79364 1.97376
H 9.36329 -3.59831 1.00072
H 9.91119 -4.25275 3.92999
H 11.08217 -3.93981 2.62940
Li 4.23712 -0.92994 1.12185
C 5.53497 2.15208 -0.83669
F 5.50476 2.73557 -2.02922
F 6.21825 0.98569 -0.97045
F 6.22364 2.92455 -0.00020
S 3.83430 1.84599 -0.20865
O 3.28740 0.96189 -1.23016
O 3.28139 3.14753 -0.10744
O 4.03597 1.10739 1.05974
C 2.65456 0.59841 -9.72052
C 2.44173 0.55223 -8.19228
O 1.36541 -0.13883 -7.84736
H 1.80133 1.08552 -10.21409
H 3.56050 1.17188 -9.97091
H 2.76632 -0.41539 -10.13516
H 2.46907 1.63159 -7.88084
H 3.42241 0.15619 -7.78942
K 3.67947 0.91414 -11.95972
K 2.45807 -0.91676 -1.84375
C -2.92123 -4.33982 -6.63244
N -3.05456 -3.40616 -5.48026
O -2.97408 -3.86295 -4.35830
O -3.23149 -2.23903 -5.74695
H -2.76640 -5.33879 -6.24338
H -3.83842 -4.27125 -7.20864
H -2.07494 -4.00122 -7.22280
Br 0.39419 1.45229 -0.15669
*
```

Output
Strongest force on any atom (hartree/bohr): 0.0454
Orbital gap (eV): 1.71
E_HOMO (eV): -4.41
Electronic energy (Eh): -7608.51008



No. 3
Formula: C32H55F2O2PV
Source: the OMol25 dataset
Level of theory: ωB97M-V with the def2-TZVPD basis set

Geometry as ORCA input:
```
! wB97M-V def2-TZVPD RIJCOSX def2/J DEFGRID3
* xyz 2 4
V 7.41031 14.24167 -6.49655
C 11.30059 11.92244 -8.77562
C 11.09629 11.26030 -7.37914
C 9.90981 10.31403 -7.28718
C 9.66026 9.81005 -5.83737
P 8.24164 8.70364 -5.73912
C 8.75526 7.14552 -6.53737
C 7.86619 5.94214 -6.17815
C 8.37505 4.69689 -6.93762
C 9.56503 3.92665 -6.35707
C 7.76275 8.53671 -3.98631
C 8.92201 8.14596 -3.01955
C 9.27358 6.64172 -3.06428
C 10.36400 6.23679 -2.06135
C 6.71766 9.46911 -6.39819
C 5.40024 8.71906 -6.19175
C 4.18964 9.45627 -6.82116
C 3.87326 10.85449 -6.22637
H 11.99641 12.75152 -8.66037
H 10.35149 12.33661 -9.11704
H 11.67126 11.16673 -9.46404
H 10.99158 12.17142 -6.77549
H 12.00319 10.82493 -6.95697
H 10.00324 9.44257 -7.94204
H 8.95224 10.71457 -7.63740
H 9.47072 10.62605 -5.13734
H 10.55776 9.24236 -5.58783
H 9.83526 7.04358 -6.40748
H 8.71036 7.47570 -7.58264
H 6.86722 6.14394 -6.56661
H 7.75831 5.72406 -5.11905
H 8.38843 4.70806 -8.02642
H 7.55325 4.00589 -6.70834
H 9.39865 3.76276 -5.29133
H 10.50457 4.43188 -6.58583
H 9.60732 2.92328 -6.77945
H 6.96887 7.79138 -4.07943
H 7.28223 9.49491 -3.78145
H 8.57551 8.29725 -1.99684
H 9.81698 8.73782 -3.21250
H 9.56345 6.37997 -4.08205
H 8.34743 6.12982 -2.79792
H 10.20239 6.72067 -1.09423
H 11.40735 6.47645 -2.27286
H 10.35417 5.16548 -1.86190
H 6.97384 9.67661 -7.44112
H 6.76671 10.43675 -5.89415
H 5.12158 8.72306 -5.13445
H 5.37218 7.68598 -6.53088
H 3.32939 8.80885 -6.64459
H 4.31060 9.42021 -7.90672
H 3.04977 11.25933 -6.81623
H 4.68642 11.58104 -6.24210
H 3.48622 10.77021 -5.21062
C 6.57508 12.30544 -9.04996
O 6.97315 12.53309 -7.71025
H 5.94225 11.41389 -9.09038
H 6.01304 13.14619 -9.45727
H 7.36487 12.06228 -9.76677
C 5.23684 8.71813 -10.60919
C 6.46916 8.29577 -9.83192
O 6.37432 7.45798 -8.95372
C 7.86478 8.73515 -10.21546
H 4.64266 7.82584 -10.77571
H 5.60863 9.19944 -11.51525
H 4.73499 9.53486 -10.08677
H 7.91845 9.45393 -11.03180
H 8.42361 7.84437 -10.49444
H 8.27782 9.25801 -9.34967
F 5.52680 14.14299 -12.33234
C 5.95702 15.41370 -12.40066
C 5.81698 16.11491 -13.60299
C 6.30992 17.39522 -13.72343
C 7.06397 17.89575 -12.69146
C 7.36566 17.17001 -11.55518
C 6.72376 15.95750 -11.37714
H 5.23978 15.65181 -14.39350
H 6.14794 18.07327 -14.54895
H 7.37792 18.92909 -12.78399
H 7.93751 17.62783 -10.76005
H 6.97459 15.39028 -10.48847
F 10.11678 10.23585 -11.65180
C 10.42550 11.51014 -11.96980
C 11.73581 11.80406 -12.31805
C 12.05301 13.01236 -12.90970
C 11.10807 14.02927 -12.87221
C 9.83629 13.81462 -12.32550
C 9.45172 12.50462 -11.98049
H 12.43477 10.97973 -12.24810
H 13.01644 13.21274 -13.35553
H 11.28342 15.01627 -13.27828
H 9.16025 14.65505 -12.25737
H 8.42279 12.35139 -11.68356
*
```

Output
Strongest force on any atom (hartree/bohr): 0.0865
Orbital gap (alpha / beta) (eV): 4.13 / 4.24
E_HOMO (alpha / beta) (eV): -13.10 / -13.10
Electronic energy (Eh): -2887.16711
⟨S²⟩: 3.8551



No. 4
Formula: C32H55FN7O2
Source: the OMol25 dataset
Level of theory: ωB97M-V with the def2-TZVPD basis set

Geometry as ORCA input:
```
! wB97M-V def2-TZVPD RIJCOSX def2/J DEFGRID3
* xyz 1 1
C 7.54594 -2.22896 2.99615
C 6.32446 -2.29979 3.08066
C 4.79534 -2.16755 3.47154
C 3.94107 -2.65608 2.23959
C 3.15950 -1.60761 1.35526
N 2.61374 -0.37992 1.99649
C 1.68835 -0.79213 3.13984
C 0.25676 -0.06794 3.01980
C -0.59295 -0.64430 1.82638
F -0.43397 -0.45112 4.22705
N 3.48319 0.61914 2.45065
C 2.85649 1.98031 2.44620
C 2.57071 2.79816 3.78737
O 2.50682 2.53234 1.40979
C 4.76151 0.77914 1.72539
C 4.94803 1.04761 0.17536
O 5.77994 0.75964 2.39687
H 8.64503 -2.19530 3.22827
H 4.66495 -2.93766 4.30503
H 4.54534 -1.17511 3.93261
H 3.19236 -3.43375 2.61116
H 4.62999 -3.23920 1.54369
H 3.76647 -1.43328 0.40491
H 2.24103 -2.16677 0.95953
H 1.96134 0.05983 1.30563
H 1.43441 -1.90217 3.09120
H 2.17631 -0.58066 4.14611
H 0.32178 1.05750 3.05783
H -1.56400 -0.04574 1.77379
H -0.93298 -1.71705 2.00841
H -0.10942 -0.52690 0.80912
H 3.27170 3.69817 3.74925
H 1.52354 3.24053 3.72568
H 2.73829 2.17215 4.70767
H 5.85444 1.72976 0.07438
H 4.05349 1.50945 -0.32956
H 5.27076 0.05748 -0.27908
C -2.14727 -0.97464 -3.75642
C -1.61246 0.12673 -2.84973
C -0.15451 -0.09648 -2.43631
C -0.03060 -1.38095 -1.68218
N 0.06552 -2.37678 -1.09719
H -2.14911 -1.94566 -3.25365
H -3.17419 -0.75872 -4.04696
H -1.54718 -1.05858 -4.66606
H -2.24482 0.19066 -1.95777
H -1.69207 1.08505 -3.36975
H 0.18584 0.72468 -1.79961
H 0.49346 -0.13393 -3.31593
C 5.23331 3.27160 -4.71820
C 5.00845 2.40590 -3.48334
C 4.41037 1.03514 -3.81477
C 3.08067 1.20109 -4.47242
N 2.04856 1.32965 -4.97784
H 4.29399 3.49752 -5.22782
H 5.68632 4.22413 -4.43638
H 5.89984 2.77529 -5.42859
H 4.34904 2.93923 -2.79106
H 5.96436 2.26242 -2.97132
H 4.28234 0.45001 -2.90089
H 5.07250 0.47930 -4.48282
C -1.94923 -2.39428 6.11463
C -3.44652 -2.12164 6.01963
C -3.98652 -1.34225 7.22126
C -3.76319 -2.12027 8.47552
N -3.59027 -2.72462 9.44558
H -1.70770 -3.01727 6.97900
H -1.60305 -2.92562 5.22499
H -1.38555 -1.46140 6.19428
H -3.97555 -3.07457 5.92842
H -3.64793 -1.55381 5.10689
H -5.05658 -1.16046 7.10134
H -3.48605 -0.37470 7.30760
C -6.15502 -0.96776 -8.60691
C -5.91533 -1.90948 -7.43164
C -5.70974 -1.16907 -6.10726
C -4.51602 -0.27737 -6.20096
N -3.59024 0.41207 -6.27351
H -5.29451 -0.31863 -8.78475
H -6.32488 -1.53866 -9.52196
H -7.03143 -0.33752 -8.43190
H -5.04147 -2.53112 -7.64749
H -6.77172 -2.58184 -7.33405
H -5.55586 -1.88471 -5.29622
H -6.58771 -0.56561 -5.86464
C -2.87170 2.79364 0.88676
C -3.94715 3.08707 -0.15297
C -5.26297 2.36247 0.13677
C -5.03690 0.88658 0.13428
N -4.85588 -0.25590 0.13241
H -2.60835 1.73315 0.90312
H -1.96026 3.35117 0.65776
H -3.20397 3.08177 1.88820
H -3.57503 2.79857 -1.14053
H -4.13090 4.16403 -0.18166
H -6.00559 2.61114 -0.62409
H -5.66139 2.66199 1.10907
*
```

Output
Strongest force on any atom (hartree/bohr): 0.0705
Orbital gap (eV): 8.65
E_HOMO (eV): -12.60
Electronic energy (Eh): -1885.46493